No. 1
One molecule with the formula C3H6ClN3 at a distorted geometry, computed with ωB97M-V/def2-TZVPD.

Structure (XYZ):
```
13
C3H6ClN3 ωB97M-V/def2-TZVPD
N -0.47927 -2.06211 0.24080
H 1.25949 -0.59892 2.81142
C -0.07370 -1.13071 -0.81420
H 1.07203 -0.74973 0.89054
H -1.87953 1.33015 0.86610
C -0.78821 0.68851 0.86856
H -0.30906 -3.00646 0.17384
H -0.72138 -1.62992 1.23989
N 0.65859 -0.68772 1.93867
C -0.11165 0.30458 -0.49192
N -0.35899 0.23004 1.93356
H 0.64393 -1.56592 -1.64568
Cl 0.41374 1.45206 -1.79423
```

Results
total charge: 0
orbital gap: 9.07 eV
molecular weight: 119.56 g mol⁻¹
structure (SMILES): N/C=C(Cl)\C=N/N

Results of the Löwdin charge analysis, in e, for atoms 1 through 4: N 0.00; H 0.13; C -0.17; H 0.12

---

No. 2
An isolated ion of composition C4H8NOS and charge +1 at a distorted geometry, computed with ωB97M-V/def2-TZVPD.

Structure (XYZ):
```
15
C4H8NOS ωB97M-V/def2-TZVPD
H -0.20613 -0.63578 -2.38165
H -1.78450 -0.02292 -1.77013
S -3.22118 0.85524 0.13212
H 0.63380 1.64710 2.26336
H -1.06177 -1.48191 -0.91993
H -0.11264 1.41423 -1.16324
H 1.49927 0.71026 0.34693
C 0.05815 0.76371 1.84718
C -0.48257 0.58321 -0.50273
H 0.09714 -0.10711 2.51478
H 0.80418 -0.72145 0.63006
C -0.86455 -0.55635 -1.46344
N 0.64497 0.26872 0.56358
O -1.30571 1.13220 1.66108
C -1.65697 0.93510 0.36619
```

Results
total charge: +1
orbital gap: 9.00 eV
molecular weight: 118.18 g mol⁻¹
structure (SMILES): C[C@@H]1[NH2+]COC1=S

Results of the Löwdin charge analysis, in e, for atoms 1 through 4: H 0.12; H 0.06; S 0.94; H 0.18